75
Properties=species:S:1:pos:R:3:forces:R:3 method="wB97M-V/def2-TZVPD" homo_lumo_gap_ev="2.78 / 2.82" homo_ha="-0.25432 / -0.25432" total_charge=0 multiplicity=1 fmax_ev_per_a=3.14 lumo_energy_ev="-4.136 / -4.098" total_energy_ev=-207134.490
Mo -0.27276 0.10166 -0.14671 -0.67 0.07 -0.10
O 0.53199 -5.96862 -2.99852 -0.29 0.36 -0.10
C -0.64582 -5.60195 -3.17107 0.13 -0.34 0.06
O -1.60847 -6.08403 -3.76815 -0.02 0.17 0.00
C -0.83980 -4.26772 -2.46919 0.17 -0.15 -0.17
C -1.35334 -4.13900 -1.17809 -0.03 0.03 0.21
C -1.27167 -2.93579 -0.52055 -0.22 -0.32 0.17
N -0.72845 -1.83903 -1.07901 0.28 0.83 0.33
C -0.31762 -1.94014 -2.36414 0.23 -0.05 -0.34
C -0.36419 -3.09844 -3.08454 -0.02 0.24 0.02
C 0.29857 -0.68929 -2.89905 -0.04 -0.17 -0.29
O 0.31954 -0.41396 -4.08904 -0.01 0.05 0.15
O 0.76804 0.07963 -1.95595 -0.18 0.33 0.16
H -1.77519 -4.99550 -0.67330 0.05 -0.08 0.08
H -1.63475 -2.82817 0.49263 0.06 -0.07 0.01
H 0.01377 -3.11600 -4.09773 0.01 0.00 0.00
Se 0.76854 2.30328 0.34442 -0.20 -0.82 -0.26
P 1.48996 1.92463 2.46619 -0.01 0.19 0.29
Se -1.34897 -0.35900 1.73518 0.53 0.09 -0.51
C -0.02881 2.05458 3.46524 0.04 -0.04 0.00
C -0.98215 3.05687 3.27943 -0.03 0.03 -0.04
C -2.10751 3.10157 4.08166 -0.02 0.00 0.00
C -2.29088 2.15214 5.08414 0.00 0.01 0.00
C -1.34684 1.15982 5.28331 0.01 0.00 0.02
C -0.21822 1.10998 4.47185 0.03 -0.08 0.02
C 2.31626 3.51689 2.81904 -0.04 0.02 0.00
C 3.20897 4.06679 1.90096 0.04 -0.03 -0.03
C 3.92615 5.20933 2.21787 -0.01 0.00 -0.04
C 3.76721 5.81191 3.45776 -0.03 -0.02 0.02
C 2.88627 5.26608 4.37976 0.03 0.03 -0.01
C 2.16328 4.12566 4.06420 -0.06 -0.04 0.02
H -0.83878 3.79782 2.50214 0.00 0.02 0.01
H -2.84510 3.87928 3.93269 0.00 0.00 0.00
H -3.17209 2.19313 5.71085 0.00 0.00 -0.01
H -1.48429 0.42255 6.06312 0.01 0.00 -0.01
H 0.52530 0.33579 4.62749 -0.01 -0.02 0.00
H 3.34011 3.60732 0.92829 0.04 0.00 0.01
H 4.61062 5.62951 1.49267 0.00 0.00 0.00
H 4.32761 6.70404 3.70385 0.00 -0.01 0.00
H 2.75737 5.72982 5.34897 0.00 -0.01 0.00
H 1.47527 3.71345 4.79155 0.02 0.01 0.00
O -1.00038 2.70535 -2.36823 0.02 0.01 0.16
C -1.61357 1.66236 -2.30990 -0.01 -0.08 -0.55
O -1.76518 0.89245 -1.27632 0.47 -0.20 0.68
C -2.28701 1.11974 -3.57636 0.08 0.06 0.00
N -1.45976 1.63764 -4.72889 0.10 0.03 0.21
C -2.38184 2.26247 -5.72525 0.01 0.02 -0.08
C -3.49176 2.80529 -4.83851 0.03 -0.02 -0.01
C -3.69838 1.67574 -3.82804 -0.06 -0.05 0.01
H -2.25595 0.03375 -3.57278 0.02 0.01 -0.04
H -0.82878 0.89780 -5.05611 0.03 -0.10 -0.07
H -0.85498 2.36218 -4.30904 -0.09 -0.03 0.01
H -2.73355 1.48376 -6.40014 -0.01 -0.01 0.03
H -1.83942 3.01484 -6.29206 0.00 -0.02 -0.02
H -4.39171 3.03628 -5.40332 0.01 0.00 0.00
H -3.15400 3.71404 -4.33807 -0.01 0.02 -0.01
H -4.31815 0.89190 -4.26377 -0.01 0.01 0.04
H -4.17300 2.00254 -2.90503 0.01 0.01 0.00
N 1.66769 -0.76989 0.48599 -0.47 0.33 -0.25
C 1.71025 -2.20660 0.70106 0.11 -0.33 0.26
C 2.00286 -3.07052 -0.34231 0.01 0.11 -0.07
C 2.00847 -4.43938 -0.11656 -0.01 0.10 0.06
C 1.75666 -4.91843 1.16365 0.00 0.10 0.04
C 1.47783 -4.04753 2.21028 0.04 0.14 -0.13
C 1.44137 -2.68374 1.97522 0.01 0.09 -0.10
S 1.76535 -6.66667 1.49300 -2.04 -2.38 -0.23
O 0.42412 -7.13152 1.09290 0.59 1.07 0.00
O 2.79519 -7.23429 0.65755 0.68 0.53 0.02
O 1.93652 -6.78361 2.92693 0.63 0.55 0.31
H 1.97000 -0.28120 1.33263 0.05 -0.03 0.01
H 2.29711 -0.48925 -0.26411 0.03 -0.08 -0.01
H 2.22279 -2.68243 -1.33115 0.02 0.01 -0.02
H 2.20079 -5.13186 -0.92769 0.01 -0.05 0.05
H 1.31489 -4.44923 3.20066 0.00 -0.10 -0.02
H 1.23645 -1.98885 2.78352 -0.02 0.04 0.05



74
Properties=species:S:1:pos:R:3:forces:R:3 method="wB97M-V/def2-TZVPD" homo_lumo_gap_ev="5.16 / 7.02" homo_ha="-0.38866 / -0.45553" total_charge=+2 multiplicity=3 fmax_ev_per_a=0.80 s_squared=2.027 lumo_energy_ev="-5.417 / -5.378" total_energy_ev=-106174.899
Ti -0.13934 -0.40811 0.20325 -0.08 0.12 -0.16
N -3.63773 1.02780 -1.66609 -0.12 -0.26 -0.03
C -3.37676 2.32408 -2.15264 0.03 0.02 0.06
C -3.97683 2.80474 -3.30668 0.02 0.01 0.02
C -3.69197 4.09164 -3.73423 0.01 0.05 -0.01
C -2.78807 4.88530 -3.03960 0.00 -0.04 0.01
C -2.16967 4.39213 -1.90091 0.02 -0.03 0.03
C -2.48676 3.11950 -1.44469 -0.02 0.15 -0.09
S -1.86453 2.46254 0.06288 0.07 -0.03 0.03
N -1.64317 0.82630 -0.41122 -0.23 -0.40 -0.27
C -2.64053 0.25953 -1.11391 0.24 0.73 0.22
C -2.60307 -1.15685 -1.25811 -0.16 -0.52 -0.16
C -3.53522 -1.90629 -2.00768 0.09 0.23 0.04
C -3.43078 -3.26835 -2.06171 0.12 -0.14 0.08
C -2.39151 -3.90187 -1.35782 -0.06 0.12 -0.02
C -1.51199 -3.11585 -0.65770 0.09 -0.10 0.02
N -1.58182 -1.77704 -0.60545 -0.22 0.26 0.12
H -4.36409 0.52929 -2.15390 0.01 0.03 0.01
H -4.66455 2.18159 -3.86430 -0.02 -0.02 0.00
H -4.17093 4.47586 -4.62418 -0.01 -0.01 -0.01
H -2.56437 5.88450 -3.38513 0.00 0.01 0.00
H -1.46290 4.99993 -1.35058 0.01 0.01 0.01
H -4.33094 -1.41643 -2.55056 0.00 0.01 -0.01
H -4.13957 -3.84970 -2.63409 -0.01 -0.01 -0.01
H -2.28393 -4.97618 -1.34783 -0.02 -0.02 -0.02
H -0.69060 -3.56707 -0.11413 -0.01 0.00 0.02
S 7.41859 -1.09923 -0.61741 -0.07 0.07 0.14
N 6.34840 -2.10336 0.04750 -0.02 -0.02 -0.11
C 5.17185 -1.49623 -0.00520 0.14 -0.01 0.01
C 3.92461 -2.04015 0.48421 -0.25 -0.13 0.16
C 3.83227 -3.27567 1.13174 -0.08 0.05 -0.01
C 2.60634 -3.69712 1.60365 -0.02 0.06 -0.03
C 1.49220 -2.88914 1.39378 0.14 0.02 -0.07
N 1.56086 -1.72154 0.76110 0.14 0.15 -0.15
C 2.76092 -1.27792 0.33026 0.21 0.10 -0.11
C 2.81955 0.06028 -0.28948 0.14 -0.07 0.05
N 1.66398 0.74440 -0.40295 -0.01 -0.22 0.19
C 1.67046 1.95715 -0.93681 0.14 -0.05 0.01
C 2.84315 2.56350 -1.38592 -0.04 -0.03 0.01
C 4.03390 1.87930 -1.28175 -0.09 0.02 0.00
C 4.03647 0.59750 -0.72264 -0.30 0.07 -0.07
C 5.22876 -0.21031 -0.58776 0.12 0.02 0.06
N 6.44931 0.14042 -0.96467 -0.03 -0.08 -0.12
H 4.72874 -3.86656 1.26271 0.00 -0.04 0.02
H 2.48960 -4.63357 2.12947 0.05 -0.02 -0.01
H 0.51244 -3.18128 1.75182 0.00 0.01 0.01
H 0.70957 2.45239 -1.00704 0.03 0.02 -0.01
H 2.79818 3.55398 -1.81409 0.02 0.02 -0.01
H 4.96583 2.30973 -1.62321 0.02 0.01 0.00
O -1.00820 -0.93586 2.10069 0.18 -0.27 0.24
C -0.50946 0.03593 2.71748 -0.36 -0.12 -0.25
O 0.21142 0.87714 2.13282 0.15 0.19 0.00
C -0.88392 0.25837 4.17321 0.04 0.11 -0.07
N -0.27359 1.57945 4.59185 -0.05 0.08 0.10
C -1.39742 2.48844 5.06018 0.17 -0.02 -0.03
C -2.48934 1.51210 5.45817 -0.05 0.08 0.05
C -2.39452 0.43766 4.38069 0.03 -0.06 -0.05
H -0.46825 -0.52079 4.81010 -0.03 -0.06 -0.07
H 0.21145 1.95020 3.76036 0.03 -0.06 -0.03
H 0.41745 1.44536 5.32686 -0.02 0.02 0.00
H -1.67853 3.09777 4.20283 -0.05 -0.01 0.02
H -1.01987 3.12842 5.85296 -0.05 0.01 0.00
H -3.46312 1.99561 5.48643 0.00 0.00 0.00
H -2.29203 1.10306 6.45080 0.01 -0.03 -0.01
H -2.85130 0.78571 3.45196 -0.01 -0.01 0.01
H -2.86579 -0.50346 4.65054 0.00 0.01 0.02
N 2.80363 -1.72558 -3.56385 0.04 -0.05 -0.06
C 1.58476 -1.97839 -3.06416 0.02 -0.04 0.14
N 1.31816 -3.24093 -2.68897 0.04 -0.04 -0.05
S 0.45514 -0.74625 -2.86646 -0.07 0.15 0.20
H 3.41505 -2.46500 -3.87363 -0.01 0.00 0.01
H 2.96591 -0.80336 -3.93291 -0.01 -0.01 0.01
H 1.92712 -4.00510 -2.93590 0.00 0.00 0.01
H 0.36088 -3.45805 -2.46236 0.03 0.00 -0.02



66
Properties=species:S:1:pos:R:3:forces:R:3 method="wB97M-V/def2-TZVPD" homo_lumo_gap_ev="7.17 / 5.90" homo_ha="-0.36634 / -0.36037" total_charge=+1 multiplicity=2 fmax_ev_per_a=0.85 s_squared=0.758 lumo_energy_ev="-2.801 / -3.909" total_energy_ev=-82511.934
Ru -0.53766 -1.82574 0.27764 -0.67 -0.46 0.24
S 1.25248 -1.84821 1.65560 0.12 0.20 0.07
C 2.58009 -1.77464 0.48002 -0.02 0.00 0.10
C 3.86552 -1.51788 0.95495 0.06 -0.02 -0.01
C 4.92365 -1.34097 0.08100 -0.02 -0.01 0.03
C 4.73277 -1.43570 -1.29256 -0.03 -0.01 -0.02
C 3.47516 -1.74365 -1.78217 0.05 -0.05 -0.01
C 2.41655 -1.90080 -0.89890 -0.05 0.12 -0.14
S 0.81923 -2.42543 -1.47073 0.05 0.11 -0.10
C 0.16192 -1.16733 -2.63463 0.03 -0.01 -0.01
C -1.32196 -0.93418 -2.40494 -0.04 -0.04 -0.05
C -2.06957 -0.16596 -3.28430 -0.05 -0.06 -0.04
C -3.38367 0.13411 -2.95881 0.02 0.00 -0.01
C -3.93549 -0.34011 -1.77627 -0.03 -0.09 -0.04
C -3.15189 -1.12815 -0.95314 -0.02 -0.06 0.10
C -3.61727 -1.71645 0.35206 0.03 0.01 -0.06
S -2.38034 -1.45041 1.71201 -0.05 0.03 0.00
C -2.52512 -3.00962 2.54398 0.03 0.00 -0.01
C -3.18755 -3.09665 3.75996 -0.03 0.00 -0.01
C -3.29413 -4.32942 4.38359 0.00 0.00 0.00
C -2.74467 -5.45345 3.77919 0.01 0.00 0.00
C -2.07978 -5.35832 2.56642 -0.02 0.00 0.00
C -1.95066 -4.12415 1.93498 -0.05 0.00 -0.05
S -1.11558 -4.00344 0.38498 0.09 -0.34 0.04
N -1.88367 -1.40801 -1.28598 0.08 0.32 0.11
H 4.01929 -1.42921 2.02325 0.00 -0.01 0.00
H 5.90876 -1.12586 0.47414 0.00 -0.01 0.00
H 5.56151 -1.29840 -1.97336 0.00 0.00 0.00
H 3.31890 -1.87315 -2.84654 0.00 0.00 0.00
H 0.32378 -1.51125 -3.65596 0.04 0.07 -0.02
H 0.71519 -0.23797 -2.48139 0.00 -0.02 0.07
H -1.62237 0.20817 -4.19553 -0.01 -0.01 -0.01
H -3.97643 0.74998 -3.62219 0.00 0.00 0.00
H -4.95422 -0.10598 -1.50164 0.00 0.01 0.01
H -3.66884 -2.80090 0.24132 -0.05 0.00 -0.02
H -4.58987 -1.33350 0.65142 0.02 0.05 0.02
H -3.60895 -2.20733 4.21083 0.00 0.00 0.00
H -3.79892 -4.41219 5.33594 0.00 0.00 0.00
H -2.82311 -6.41672 4.26558 0.00 0.00 0.00
H -1.63758 -6.23567 2.11275 -0.01 0.00 -0.01
C 2.52113 3.03431 1.36654 0.08 0.01 -0.01
C 2.77224 3.53938 -0.06431 -0.03 0.01 0.00
C 2.75151 2.25278 -0.91364 0.07 -0.04 -0.05
O 2.42194 1.17702 -0.03788 -0.03 0.26 -0.06
C 2.87474 1.56023 1.25727 0.03 -0.06 0.01
H 1.47445 3.14538 1.64584 -0.02 0.01 0.00
H 3.12340 3.55650 2.10858 0.00 -0.01 0.00
H 3.74299 4.02757 -0.13829 0.00 0.01 -0.01
H 2.01864 4.25941 -0.38614 -0.01 -0.03 0.01
H 3.72641 2.06892 -1.37760 0.01 -0.01 0.03
H 2.00258 2.27324 -1.70852 0.02 0.01 0.01
H 3.96030 1.41645 1.33208 0.00 -0.02 0.00
H 2.38049 0.91664 1.98403 0.00 0.01 0.00
N -0.52493 0.32432 0.12825 0.50 0.09 -0.20
C -0.59205 1.44562 -0.09531 -0.03 0.02 0.01
C -0.69614 2.84019 -0.40627 -0.06 0.02 0.13
C -0.92469 3.75555 0.62036 0.01 0.02 -0.02
C -1.01273 5.10273 0.31593 0.00 0.00 -0.01
C -0.88045 5.52799 -0.99981 0.00 0.00 0.00
C -0.66412 4.61039 -2.02048 0.00 0.01 0.00
C -0.57248 3.26119 -1.72907 0.00 -0.01 -0.03
H -1.02175 3.40990 1.64077 -0.01 0.00 0.00
H -1.18310 5.82158 1.10537 0.00 0.00 0.00
H -0.94825 6.58224 -1.23251 0.00 0.00 0.00
H -0.56360 4.94838 -3.04271 0.00 0.00 0.00
H -0.40203 2.53662 -2.51506 -0.01 0.00 0.01



70
Properties=species:S:1:pos:R:3:forces:R:3 method="wB97M-V/def2-TZVPD" homo_lumo_gap_ev=1.45 homo_ha=-0.23784 total_charge=0 multiplicity=1 fmax_ev_per_a=4.21 lumo_energy_ev=-5.022 total_energy_ev=-123883.159
C -3.76557 -3.10514 -1.84195 -0.16 0.19 0.09
C -2.71299 -4.18380 -2.08229 -0.32 -0.85 0.83
C -3.18900 -5.12037 -3.18102 -0.04 -0.12 0.07
O -1.50164 -3.58108 -2.47901 -0.05 -0.15 0.71
B -0.78097 -3.34471 -1.24598 0.54 0.17 0.10
C 0.77718 -3.92941 -1.39666 -0.04 0.48 0.01
C 1.45053 -4.34586 -0.25558 0.85 -0.22 0.07
C 2.75717 -4.85989 -0.35499 -0.50 0.17 -0.21
C 3.37943 -4.94915 -1.60572 -0.19 0.15 0.00
C 2.68500 -4.54994 -2.75330 -0.40 0.05 0.27
C 1.37070 -4.05235 -2.64583 0.78 -0.10 -0.14
C -0.75359 -1.68836 -0.93899 0.24 0.05 0.97
C -0.70746 -0.76124 -2.09775 0.34 0.50 -0.60
C -0.81937 -1.23049 0.31044 0.12 -0.32 -0.17
O -1.38265 -4.02287 -0.12265 -0.26 0.12 -0.66
C -2.30585 -4.92219 -0.69132 -0.82 0.04 -0.88
C -3.46011 -5.12990 0.27860 -0.10 0.00 -0.12
C -1.61958 -6.25962 -0.96040 0.10 -0.18 -0.08
H -4.74125 -3.56457 -1.63730 0.16 0.13 0.01
H -3.48851 -2.45491 -1.00132 -0.05 -0.16 -0.20
H -3.86295 -2.48628 -2.74211 0.05 -0.11 0.13
H -4.10281 -5.63617 -2.86583 0.10 0.00 -0.06
H -3.42175 -4.53657 -4.07764 0.06 -0.08 0.09
H -2.42645 -5.86303 -3.43006 -0.11 0.13 0.00
H 0.96374 -4.29014 0.71886 0.13 0.06 -0.27
H 3.26776 -5.18465 0.55190 -0.04 0.05 -0.25
H 4.40445 -5.31704 -1.68313 -0.30 0.06 0.01
H 3.14796 -4.62196 -3.73826 -0.06 -0.04 0.25
H 0.82011 -3.77544 -3.54593 0.14 0.00 0.24
H -0.84558 -1.28180 -3.04858 -0.03 0.13 0.12
H -1.49216 0.00242 -1.99138 0.10 -0.18 -0.10
H 0.25382 -0.22739 -2.13397 -0.14 -0.14 -0.07
H -0.79568 -0.15770 0.50282 -0.18 0.03 -0.01
H -0.88207 -1.87684 1.18104 0.10 -0.01 -0.15
H -4.21736 -5.77926 -0.17634 0.02 0.10 0.10
H -3.08697 -5.62375 1.18293 -0.06 0.11 -0.12
H -3.91918 -4.17659 0.55802 0.08 -0.19 -0.01
H -2.35286 -7.00582 -1.28972 0.14 0.09 0.01
H -0.83539 -6.16595 -1.72174 -0.16 -0.01 0.18
H -1.15862 -6.62150 -0.03433 -0.05 0.09 -0.13
O -0.03467 4.14731 7.27190 1.01 0.69 -2.43
C 0.26444 4.53051 6.21914 -1.96 -0.65 3.68
Co 0.70067 5.14871 4.62105 -0.90 -0.27 -2.07
C 1.64346 6.57305 4.97486 0.91 2.30 0.22
O 2.26322 7.54056 5.12408 -1.20 -2.11 -0.22
C 1.99383 4.20384 3.90255 3.20 -1.58 -2.09
O 2.87889 3.64381 3.40750 -1.79 1.03 1.15
C -0.40981 5.92511 3.09165 0.39 3.62 0.04
C 0.21697 5.95759 1.84774 -0.86 0.54 1.57
C 1.05155 6.74709 1.13264 1.32 0.76 -0.73
C 2.15488 6.23352 0.35797 -0.10 0.19 -0.08
C 3.33164 7.01762 0.22125 -0.04 -0.02 -0.11
C 4.40631 6.56036 -0.52976 -0.22 0.06 0.20
C 4.33651 5.31324 -1.17601 -0.21 0.03 0.33
C 3.20618 4.50406 -0.99887 -0.18 0.15 0.10
C 2.11978 4.96180 -0.25379 0.24 -0.47 0.05
Co -0.77286 4.47840 2.10969 -0.06 -3.91 -0.03
C -1.64533 3.60588 3.36251 -1.83 -1.51 2.37
O -2.21151 3.01614 4.17891 1.07 1.18 -1.64
C 0.17412 3.01209 1.67201 1.43 -3.14 -1.01
O 0.65449 1.98439 1.44252 -0.98 2.52 0.56
C -2.09428 4.54840 0.88120 -1.96 0.47 -1.45
O -2.98795 4.55228 0.15107 1.97 -0.08 1.48
H -1.11529 6.69504 3.43431 0.69 0.13 0.23
H 0.97117 7.83915 1.21027 0.12 -0.30 0.22
H 3.36659 7.96348 0.76908 0.14 -0.23 -0.34
H 5.31348 7.16235 -0.59225 -0.28 -0.16 -0.07
H 5.17270 4.96741 -1.78811 -0.29 0.09 0.25
H 3.17398 3.50363 -1.43142 -0.03 0.34 0.01
H 1.22735 4.34450 -0.12720 0.38 0.27 -0.20